[1]
DFT (ωB97M-V with the def2-TZVPD basis set) results for a molecular structure, C12H34MnN4P2 at a distorted geometry.

The geometry in XYZ format:
```
53
C12H34MnN4P2, DFT ωB97M-V with the def2-TZVPD basis set
Mn 0.28623 0.11482 0.40859
H -2.53574 -0.18171 -0.82370
H -2.33632 0.43966 -1.21811
P -0.11393 -2.22539 0.30941
P 0.99986 1.96375 -0.90002
C 1.61910 3.34101 0.15052
H 2.04694 4.10133 -0.51554
H 0.80679 3.80873 0.73272
H 2.40336 2.97420 0.83376
C 2.43642 1.76404 -2.02653
H 2.15419 1.13428 -2.88550
H 2.74152 2.76194 -2.37991
H 3.26946 1.29500 -1.47802
C -0.19237 2.89345 -1.93518
H -1.05938 3.20854 -1.33332
H 0.30409 3.79155 -2.33659
H -0.54558 2.26909 -2.76948
C 1.19193 -3.29654 -0.40171
H 0.93873 -4.34909 -0.19919
H 1.26071 -3.14248 -1.48939
H 2.16462 -3.06252 0.05879
C -0.22631 -2.96638 1.99112
H -1.17575 -2.67945 2.47530
H -0.20271 -4.06336 1.89561
H 0.62599 -2.63191 2.60814
C -1.61863 -2.98726 -0.42025
H -1.66130 -2.80252 -1.50506
H -1.59673 -4.07631 -0.23761
H -2.51974 -2.56244 0.05074
H 0.93804 -0.48671 -1.00336
H 1.63075 -0.47675 -0.39569
C -1.83502 0.11995 2.67865
N -0.89260 1.07732 1.97954
C 0.11764 1.57960 2.98336
N -0.54563 2.22965 4.12070
C -1.45790 1.25412 4.76254
N -2.49172 0.76375 3.82690
C -3.25907 1.93082 3.32090
N -2.38027 2.90786 2.63794
C -1.69345 2.24337 1.51565
C -1.35919 3.34919 3.61452
H -1.28328 -0.77339 3.04599
H -2.62828 -0.18113 1.97340
H 0.79285 2.31979 2.50701
H 0.70748 0.72184 3.36625
H -1.95954 1.73540 5.61826
H -0.86140 0.38015 5.09292
H -4.02080 1.56802 2.59968
H -3.75085 2.42281 4.17923
H -1.03203 2.98074 1.03438
H -2.46032 1.91854 0.79698
H -1.87200 3.82794 4.46756
H -0.69009 4.06341 3.10466
```

Energy relative to the best compared isomer or geometry (same formula, charge and spin) ... 10.32 kcal/mol
Gap between HOMO and LUMO (spin up / spin down) ... 4.4 / 5.9 eV
E_tot ... -68848.385 eV
Lowest unoccupied orbital energy (spin up / spin down) ... 0.7 / 0.7 eV
2S+1 ... 6

---

[2]
DFT (ωB97M-V with the def2-TZVPD basis set) results for 6 unconnected molecules or ions with the total composition C12H35NO6 at a distorted geometry.

The geometry in XYZ format:
```
54
C12H35NO6, DFT ωB97M-V with the def2-TZVPD basis set
C -6.01393 -15.58830 -2.61211
O -6.93907 -14.50251 -2.66407
H -6.11291 -16.39199 -1.88246
H -5.92188 -16.10140 -3.56937
H -4.99308 -15.20888 -2.56726
H -7.80253 -14.84035 -2.91288
C -3.72741 -21.13058 -1.40156
O -4.34591 -19.96580 -1.78575
H -4.08308 -22.11004 -1.72135
H -2.70137 -21.03480 -1.75677
H -3.71100 -21.19065 -0.31334
H -4.21316 -19.83147 -2.72699
C -8.90250 -18.68480 1.24235
O -7.54071 -18.70255 1.58182
H -9.50096 -18.47473 2.12881
H -9.14015 -17.94631 0.47667
H -9.27137 -19.69447 1.06178
H -7.32872 -17.78848 1.78464
O -3.00018 -16.56261 -1.60181
H -3.53209 -16.10370 -0.95165
H -3.12709 -17.49051 -1.40402
O -4.66064 -17.85651 0.24104
H -4.76919 -18.71962 -0.15832
H -5.15290 -17.90756 1.06037
C -4.59940 -14.45743 3.50587
C -5.91453 -15.00455 3.89569
C -6.67872 -14.09981 4.97019
C -7.50138 -12.90136 4.39299
C -8.37179 -13.36901 3.31798
C -7.56307 -14.15296 2.15609
N -6.83814 -15.22906 2.77939
O -6.38666 -16.15945 1.79282
C -8.49605 -14.67239 1.08768
C -6.64542 -13.09966 1.41967
C -5.63757 -16.31808 4.64885
H -4.65653 -13.40142 3.24190
H -4.07618 -14.91520 2.66636
H -4.05636 -14.49822 4.45008
H -7.15207 -14.82107 5.63639
H -5.93253 -13.56434 5.55718
H -6.86402 -12.05207 4.14686
H -8.17266 -12.54042 5.17222
H -8.85045 -12.50383 2.85923
H -9.21885 -13.91263 3.73638
H -8.00934 -14.90523 0.14057
H -9.01386 -15.53197 1.51323
H -9.29309 -13.98579 0.80236
H -6.10231 -12.44426 2.10053
H -5.93972 -13.58026 0.74209
H -7.13977 -12.46729 0.68223
H -4.98834 -17.03733 4.14958
H -6.64027 -16.73180 4.75626
H -5.33250 -16.22771 5.69137
H -5.63558 -15.67783 1.43853
```

Energy relative to the best compared isomer or geometry (same formula, charge and spin) ... 41.05 kcal/mol
Gap between HOMO and LUMO (spin up / spin down) ... 10.3 / 5.3 eV
E_tot ... -26775.139 eV
Lowest unoccupied orbital energy (spin up / spin down) ... -2.5 / -7.5 eV
Net charge ... +1
2S+1 ... 2

---

[3]
DFT (ωB97M-V with the def2-TZVPD basis set) results for a molecular structure, C12H36BrN6O2P2Zr at a distorted geometry.

The geometry in XYZ format:
```
60
C12H36BrN6O2P2Zr, DFT ωB97M-V with the def2-TZVPD basis set
Zr -2.22995 1.44680 -1.52118
Br -1.04740 0.73022 -3.66563
O -1.83251 -0.48280 -0.78764
P -1.64805 -1.95997 -0.32311
N -1.59251 -2.05559 1.30242
C -2.02472 -3.24900 2.02590
C -0.71719 -1.14201 2.03682
N -0.25553 -2.55940 -0.95349
C 0.55778 -3.39535 -0.01323
C 0.01286 -2.74433 -2.38225
N -2.82899 -3.01786 -0.67842
C -4.21846 -2.76055 -0.30249
C -2.67485 -4.20945 -1.51346
H -1.70669 -3.15033 3.06178
H -1.56668 -4.17472 1.67028
H -3.08509 -3.49720 2.02031
H 0.15043 -1.57874 2.53816
H -1.25508 -0.74793 2.90940
H -0.51758 -0.28629 1.39031
H -0.00497 -4.25375 0.34995
H 1.34931 -3.85634 -0.59920
H 0.94211 -2.73480 0.75336
H 1.00148 -3.13779 -2.60045
H -0.68042 -3.44788 -2.84844
H -0.12542 -1.78563 -2.88140
H -4.28890 -2.10669 0.57155
H -4.77797 -2.34923 -1.14692
H -4.76723 -3.64273 0.03041
H -3.35557 -5.00927 -1.23526
H -1.66500 -4.61190 -1.44219
H -2.80644 -3.99914 -2.57978
O -0.36347 2.12251 -0.64084
P 1.04006 2.56484 -0.11393
N 1.39995 4.11811 -0.49209
C 0.37043 5.14970 -0.41018
C 2.82037 4.52994 -0.46322
N 2.26737 1.65146 -0.70735
C 2.36752 1.50694 -2.16986
C 2.56734 0.38060 -0.03411
N 1.08015 2.51931 1.53129
C 2.27561 2.14315 2.28454
C -0.04089 3.01881 2.34202
H 0.40727 5.64181 0.56382
H -0.62545 4.70949 -0.50915
H 0.44413 5.85936 -1.23290
H 3.20846 4.49537 0.55892
H 2.85142 5.55477 -0.81992
H 3.42551 3.83913 -1.03879
H 2.13867 2.43240 -2.70017
H 3.40714 1.29871 -2.42429
H 1.74786 0.68116 -2.52208
H 2.90546 -0.36403 -0.75379
H 3.35152 0.43668 0.71813
H 1.73444 -0.10841 0.48561
H 2.12640 1.17680 2.76863
H 3.18296 2.26180 1.70249
H 2.44563 2.84440 3.10919
H -0.26985 2.22285 3.05929
H -0.94289 3.23592 1.77911
H 0.33616 3.84605 2.94353
```

Energy relative to the best compared isomer or geometry (same formula, charge and spin) ... 0.00 kcal/mol
Gap between HOMO and LUMO ... 4.2 eV
E_tot ... -115939.895 eV
Lowest unoccupied orbital energy ... -12.8 eV
Net charge ... +3

---

[4]
DFT (ωB97M-V with the def2-TZVPD basis set) results for 5 unconnected molecules or ions with the total composition C12H36ClO20P4 at a distorted geometry.

The geometry in XYZ format:
```
73
C12H36ClO20P4, DFT ωB97M-V with the def2-TZVPD basis set
Cl 0.29030 1.84905 -2.82517
O 1.04921 0.81244 -2.26650
O 1.28332 2.67682 -3.30134
O -0.58504 1.37122 -3.84381
O -0.47372 2.44469 -1.82314
C -11.75888 2.75272 0.53524
O -11.92137 1.97106 -0.67109
P -11.30191 0.50086 -0.63211
O -11.38718 -0.22581 -1.94670
O -9.73570 0.71710 -0.19760
C -8.73563 1.35902 -0.97014
O -12.04176 -0.15844 0.69025
C -11.87560 -1.50384 0.99351
H -11.10707 2.40987 1.33879
H -12.76149 2.88342 0.94242
H -11.41836 3.75399 0.27141
H -8.19101 2.05767 -0.33501
H -9.21351 1.88557 -1.79626
H -8.05257 0.64500 -1.43024
H -12.78293 -2.08948 1.14147
H -11.35905 -1.59319 1.94917
H -11.23480 -2.02575 0.28282
C -1.44958 -2.65442 7.67176
O -2.16829 -1.50620 7.23962
P -3.72124 -1.52759 6.85163
O -4.53500 -2.29842 7.80037
O -3.97712 0.09055 6.93908
C -5.24719 0.65731 6.72809
O -3.70215 -1.86713 5.23949
C -2.95998 -1.12133 4.36123
H -2.03410 -3.54024 7.92032
H -0.80199 -2.54732 8.54197
H -0.69114 -2.98956 6.96426
H -6.01793 0.04639 7.19803
H -5.41168 0.83627 5.66554
H -5.30338 1.56948 7.32215
H -3.08055 -1.55089 3.36673
H -1.92854 -1.06178 4.70864
H -3.30690 -0.09669 4.22758
C 3.24171 -6.33539 -9.92292
O 4.29907 -6.13031 -9.03131
P 4.20717 -5.09463 -7.77783
O 5.45671 -5.00080 -6.98188
O 3.74469 -3.68820 -8.48537
C 3.51565 -2.61030 -7.69742
O 2.87671 -5.58006 -6.96469
C 2.73077 -5.12777 -5.58481
H 2.49330 -6.94887 -9.42131
H 3.57072 -6.82070 -10.84179
H 2.60318 -5.48363 -10.15721
H 2.43070 -2.56166 -7.60468
H 3.86254 -1.63752 -8.04595
H 3.74844 -2.72099 -6.63833
H 2.52545 -6.00184 -4.96679
H 1.85814 -4.47786 -5.51974
H 3.59996 -4.72988 -5.06108
C 11.44471 6.33156 3.37940
O 10.44385 5.61809 2.63359
P 11.03502 4.80897 1.32710
O 11.37032 5.60680 0.10924
O 12.28508 3.87979 1.90348
C 11.98592 2.97404 2.95809
O 9.81553 3.75430 1.16659
C 8.61278 4.23382 0.56663
H 12.40523 6.33437 2.86415
H 11.58809 5.86763 4.35526
H 11.16364 7.37433 3.52679
H 12.05458 1.93826 2.62560
H 11.01903 3.10525 3.44390
H 12.73998 3.10483 3.73422
H 7.78046 3.95433 1.21257
H 8.54336 3.81104 -0.43564
H 8.59929 5.32029 0.47999
```

Energy relative to the best compared isomer or geometry (same formula, charge and spin) ... 62.02 kcal/mol
Gap between HOMO and LUMO ... 7.1 eV
E_tot ... -103656.695 eV
Lowest unoccupied orbital energy ... 1.8 eV
Net charge ... -1